[1]
The following is a quantum chemistry calculation of C24H39BrCoGe2N2 as an isolated structure, from the Open Molecules 2025 dataset.

The geometry in ORCA input format:
```
! RIJCOSX wB97M-V def2-TZVPD def2/J DEFGRID3
* xyz 3 5
Br 1.3646 3.6548 6.6773
Ge 1.5627 0.6019 -0.8233
Ge -3.2862 2.1302 0.1158
Co -0.6420 0.5885 0.2460
N -1.3004 -1.3057 0.0442
N -0.5858 0.0353 2.2769
C -0.1218 0.8072 3.3432
C -1.3117 2.1409 -0.5981
C -4.2576 0.5663 -0.5736
C 3.9220 -0.0459 -3.3300
C -3.3109 2.2782 2.0791
C -1.6078 -1.8495 1.2481
C -2.7067 -3.6878 0.1806
C -2.3716 -3.1337 -1.0426
C 0.8076 2.4967 5.3407
C 1.0175 2.8460 3.9867
C 1.8523 -2.4213 -0.1953
C -1.6658 -1.9313 -1.0671
C 0.1660 1.2875 5.6893
C -2.3100 -3.0410 1.3479
C 1.8753 -2.7773 -1.6815
C -1.1589 -1.1166 2.4185
C 2.3365 -1.0154 0.1114
C -3.9250 3.7971 -0.7320
C 0.5495 2.0090 3.0137
C 1.2134 -4.1165 -1.9809
C 5.2875 0.2147 -3.9438
C 3.0434 1.1950 -3.2619
C -0.2879 0.4552 4.7043
C 1.6130 0.9371 -2.7983
H 1.5397 3.7607 3.7378
H -3.3760 4.6662 -0.3784
H -3.0436 1.3477 2.5805
H -4.9666 3.8681 -0.4113
H -2.6572 3.0813 2.4202
H -2.6428 -3.6180 -1.9707
H 0.9987 1.8278 -2.9467
H 2.3389 1.7721 -0.1812
H 5.7964 1.0529 -3.4658
H 1.3638 -1.9821 -2.2405
H 0.0336 1.0237 6.7307
H 3.4127 -0.8353 -3.8915
H 3.3802 -0.8877 -0.2009
H 4.0579 -0.4420 -2.3125
H 1.7330 -4.9352 -1.4821
H -1.3148 -1.5793 3.3908
H 2.9686 1.6357 -4.2619
H 1.1534 0.1072 -3.3353
H -4.0942 0.4440 -1.6441
H -0.7721 -0.4662 4.9981
H 0.8489 -2.5854 0.2105
H -5.3204 0.7576 -0.4190
H 5.9174 -0.6703 -3.8737
H -4.0086 -0.3602 -0.0548
H 1.2386 -4.3262 -3.0495
H -3.2655 -4.6133 0.2280
H 5.2076 0.4605 -5.0044
H -0.8654 3.0964 -0.3156
H -2.5470 -3.4595 2.3183
H 3.5205 1.9594 -2.6405
H 0.1707 -4.1302 -1.6518
H -1.3765 2.0804 -1.6869
H 2.5112 -3.1121 0.3404
H 2.9095 -2.8019 -2.0294
H 2.2906 -0.7936 1.1806
H -3.8834 3.7354 -1.8165
H -4.3315 2.5297 2.3699
H 0.6974 2.2607 1.9695
H -1.3846 -1.4685 -2.0057
*
```

Computed properties:
HOMO-LUMO gap (spin up / spin down) = 6.7 / 4.5 eV
Lowest unoccupied orbital energy (spin up / spin down) = -0.399 / -0.480 Eh
Highest occupied orbital energy (spin up / spin down) = -17.611 / -17.586 eV
Energy = -249172.2235 eV


[2]
The following is a quantum chemistry calculation of C24H39BrN5O2PtTe as an isolated structure, from the Open Molecules 2025 dataset.

The geometry in ORCA input format:
```
! RIJCOSX wB97M-V def2-TZVPD def2/J DEFGRID3
* xyz 3 1
Pt -0.4123 0.4552 0.7157
Te 2.2610 -0.3451 -0.2183
Br -2.8622 -4.6210 7.5102
O -0.9375 -0.8235 2.1976
O -2.8476 -1.6477 1.3642
N -1.6704 2.2586 1.9588
N 0.8171 1.0724 2.3186
N -2.7313 -2.5206 -2.5878
N -0.3677 2.0545 -0.6191
N -1.5530 -0.7152 -0.6498
C 3.9455 1.5251 -1.8147
C -0.6206 3.3857 0.0240
C -3.5836 -3.6857 4.9369
C -3.3809 -2.9896 3.7626
C 1.9547 -1.3612 -3.4681
C -2.0183 -1.5691 2.2860
C -0.8983 2.5895 3.1647
C -3.3316 -1.1728 -2.3095
C -1.2256 -2.2537 4.5633
C -2.0240 -3.0419 -1.3647
C -2.2489 -0.2036 -1.8440
C -2.6003 -3.6679 5.9217
C 2.9303 -0.2554 -3.1973
C -0.9600 -2.0455 -0.9332
C 4.0510 2.3671 -0.5722
C -1.8328 3.3169 0.9571
C 4.7608 1.8402 -2.8814
C 0.5906 2.4160 2.8995
C -1.4201 -2.9491 5.7382
C 3.0545 0.4129 -1.9445
C 3.7754 0.1071 -4.2229
C 5.6454 1.4532 -5.2050
C -2.2011 -2.2677 3.5635
C 4.7182 1.1300 -4.0832
H -2.7343 3.0972 0.3812
H -3.8307 -0.8198 -3.2100
H 3.0931 2.8298 -0.3213
H -2.2883 -0.9475 0.0858
H -4.1422 -2.9945 2.9949
H 0.9536 3.1451 2.1826
H -1.9705 4.3032 1.4098
H -0.7793 4.1293 -0.7583
H -3.4599 -3.1758 -2.8851
H 3.7123 -0.4160 -5.1700
H 0.4702 2.1114 -1.1979
H 4.7753 3.1630 -0.7252
H -2.7821 -3.1669 -0.5913
H -2.0708 -2.4546 -3.3673
H 1.2231 -1.4523 -2.6733
H -1.5891 -4.0098 -1.6073
H -4.0738 -1.3251 -1.5252
H 0.5123 0.3706 2.9997
H 6.2456 0.5741 -5.4500
H -1.1398 1.8900 -1.2596
H -1.0844 3.6095 3.5113
H -1.2255 1.9084 3.9511
H 4.3763 1.7866 0.2906
H 1.4351 -1.1714 -4.4082
H 6.3120 2.2768 -4.9645
H -0.3031 -1.7079 4.4216
H 2.4732 -2.3164 -3.5667
H -2.5596 1.8612 2.2324
H -2.7666 0.7277 -1.6052
H -0.6663 -2.9497 6.5123
H 1.1760 2.5420 3.8106
H 5.4594 2.6617 -2.7888
H -0.1805 -1.9465 -1.6849
H -0.4944 -2.4249 -0.0254
H 0.2817 3.6635 0.5557
H -1.5286 -0.0064 -2.6448
H 1.8079 0.9277 2.1336
H 5.0808 1.7037 -6.1054
H -4.4943 -4.2454 5.0956
*
```

Computed properties:
HOMO-LUMO gap = 4.5 eV
Lowest unoccupied orbital energy = -0.389 Eh
Highest occupied orbital energy = -15.046 eV
Energy = -117624.3531 eV


[3]
The following is a quantum chemistry calculation of C24H39ClN2O2PrSi as an isolated structure, from the Open Molecules 2025 dataset.

The geometry in ORCA input format:
```
! RIJCOSX wB97M-V def2-TZVPD def2/J DEFGRID3
* xyz -1 3
Pr -0.5434 0.0232 0.8895
Cl -1.3102 0.0673 3.5015
Si 3.3728 -0.1398 0.1752
O -0.7623 -4.1372 -0.2209
O -0.6800 4.1880 -0.2761
N -0.9093 2.2722 0.8888
N -0.9776 -2.2028 0.9150
C -1.3234 3.0315 -0.1160
C -2.6935 2.5637 -3.9676
C -2.2435 0.0412 -1.1059
C 0.3332 -4.1370 0.8005
C 1.2854 2.2318 2.1606
C 1.2021 -2.1948 2.2240
C -2.4706 1.2693 -3.2280
C 3.9920 -1.8666 -0.1464
C -0.0356 -2.9692 1.7491
C -2.4109 2.5905 -1.0232
C 3.8064 0.1983 1.9736
C -2.4736 -1.1708 -3.2370
C -0.8790 -3.3843 2.9526
C -2.7016 -2.4593 -3.9850
C -2.2988 1.2663 -1.8159
C 1.5842 0.0977 -0.4299
C -2.3012 -1.1791 -1.8242
C 0.4443 4.1712 0.7168
C -2.5557 0.0518 -3.9151
C -2.4280 -2.5108 -1.0442
C -1.3770 -2.9603 -0.0976
C 0.0647 3.0289 1.6928
C -0.7400 3.4849 2.9071
C 4.3867 1.0630 -0.8001
H -1.6076 4.0364 2.5259
H 1.7592 -1.7864 1.3664
H 3.5171 -2.6500 0.4558
H 5.0657 -1.8631 0.0923
H -1.2209 -2.4747 3.4796
H -3.3667 -2.4243 -0.4472
H 3.8881 -2.1216 -1.2083
H 1.3312 3.8748 0.1161
H 1.8243 1.8125 1.2999
H -3.6339 -2.9414 -3.6672
H 0.3650 -5.1133 1.3018
H -2.5529 3.4271 -1.7365
H -2.7626 2.3195 -5.0326
H -3.6268 3.0439 -3.6503
H -2.7747 -2.2078 -5.0481
H 4.2821 0.8721 -1.8758
H -0.2671 -4.0242 3.6090
H 1.8813 -2.8904 2.7539
H -1.7544 -3.9172 2.5617
H 0.5219 5.1527 1.2027
H 1.0324 1.3968 2.8512
H 1.3058 -0.5297 -1.2800
H -1.8666 -3.1441 -3.8210
H 1.3669 1.1300 -0.7227
H -2.5356 -3.3414 -1.7700
H 0.9581 -1.3600 2.9165
H 1.9927 2.9061 2.6804
H -1.0940 2.5910 3.4527
H -2.9659 0.0560 0.7472
H 1.2461 -3.8767 0.2220
H 3.7239 1.2525 2.2667
H 4.0836 2.0977 -0.5937
H -3.3237 2.4909 -0.3901
H -0.0938 4.1146 3.5402
H 4.8659 -0.0788 2.0977
H -2.7407 0.0556 -5.0013
H 5.4384 0.9347 -0.5164
H -1.8589 3.2465 -3.7951
H 3.2409 -0.3951 2.7024
*
```

Computed properties:
HOMO-LUMO gap (spin up / spin down) = 4.1 / 4.0 eV
Lowest unoccupied orbital energy (spin up / spin down) = 0.097 / 0.097 Eh
Highest occupied orbital energy (spin up / spin down) = -1.451 / -1.416 eV
Energy = -67064.6408 eV


[4]
The following is a quantum chemistry calculation of C24H39ClN2O2SiTi as an isolated structure, from the Open Molecules 2025 dataset.

The geometry in ORCA input format:
```
! RIJCOSX wB97M-V def2-TZVPD def2/J DEFGRID3
* xyz -1 2
Ti -0.3951 -0.1695 -0.5178
Cl 1.7842 -0.2869 -1.5721
Si -0.9745 0.5509 3.4178
O -0.4815 4.0615 -0.5033
O -0.1989 -4.4163 -0.8021
N 0.2050 1.9387 -0.2801
N 0.0707 -2.3103 -0.0815
C 0.6945 -3.0755 2.1708
C -1.6866 -2.7288 -1.7681
C -2.3051 -0.3274 4.4051
C -0.4421 2.4603 -4.2425
C 1.0516 -3.0757 0.7021
C -0.3143 -2.6460 -4.4319
C -1.8224 2.2883 -1.5892
C 2.4676 -2.5698 0.5404
C -1.2912 -1.4493 -2.4486
C 0.6860 0.1381 4.1459
C -1.3624 1.0848 -2.3782
C 0.7508 4.1238 0.3226
C 0.9358 -4.4809 0.1261
C 1.9891 2.1878 1.4045
C -0.6889 2.7780 -0.7593
C -1.2888 2.3888 3.4976
C -1.6078 -0.1978 -1.9217
C -0.5995 -3.1630 -0.8501
C -0.6657 -1.3823 -3.7046
C -0.7246 1.1319 -3.6189
C -0.4549 -0.1068 -4.2424
C -1.1876 -0.0067 1.6634
C 1.3636 2.7421 0.1477
C 2.4186 2.8356 -0.9410
H 2.3764 1.1808 1.2159
H 0.4433 4.3439 1.3541
H 0.4652 -3.1945 -3.8596
H -1.3473 3.1001 -4.2005
H 2.5904 -1.5798 0.9884
H 2.8134 1.8413 -1.1584
H 0.3877 2.9651 -3.7005
H -3.3050 -0.1358 3.9988
H 0.7313 -0.8940 4.5012
H 1.9931 3.2574 -1.8598
H 0.8468 0.7811 5.0189
H -0.5332 2.9988 2.9963
H -2.1613 3.0773 -2.2554
H -2.1739 -1.4153 4.4295
H 0.7375 -2.0638 2.5859
H 0.7152 -5.2604 0.8646
H -2.5785 -2.5844 -1.1379
H 0.0614 -2.3500 -5.4216
H -2.6389 2.0362 -0.8904
H -2.2251 0.3618 1.4726
H -1.3142 2.6959 4.5490
H 1.5304 0.2988 3.4696
H -1.1782 -1.1212 1.5413
H -2.2976 0.0289 5.4390
H -0.0207 -0.0461 -5.2320
H 1.2494 2.1515 2.2084
H 1.3500 4.9626 -0.0636
H 3.2222 3.4952 -0.5883
H 1.8126 -4.7899 -0.4586
H -1.7780 -0.3728 0.2835
H -1.8803 -3.5382 -2.4808
H -1.2103 -3.2956 -4.5333
H 1.4266 -3.7036 2.6911
H -2.2587 2.6524 3.0586
H 2.7342 -2.5154 -0.5163
H -0.3046 -3.4955 2.3264
H 2.8158 2.8428 1.7017
H -0.1527 2.2459 -5.2823
H 3.1297 -3.2795 1.0538
*
```

Computed properties:
HOMO-LUMO gap (spin up / spin down) = 3.7 / 4.5 eV
Lowest unoccupied orbital energy (spin up / spin down) = 0.103 / 0.102 Eh
Highest occupied orbital energy (spin up / spin down) = -0.917 / -1.756 eV
Energy = -76109.7538 eV


[5]
The following is a quantum chemistry calculation of a 7-piece molecular cluster, C24H39FO21 overall, from the Open Molecules 2025 dataset.

The geometry in ORCA input format:
```
! RIJCOSX wB97M-V def2-TZVPD def2/J DEFGRID3
* xyz 0 1
F -3.9711 1.7005 -1.3703
O -2.0259 -4.2503 -1.2087
O 0.6629 2.7722 5.5719
O 2.6155 2.9609 -3.1308
O 0.0723 -3.1584 5.0337
O -1.4384 2.4411 6.2209
O 1.5170 4.5557 -2.2413
O 0.8891 1.6641 0.2753
O 0.1040 3.0136 7.7421
O -3.0376 3.5463 -4.1015
O -2.5278 3.2460 -1.9992
O 0.4795 -2.7189 -3.8816
O 0.1459 -4.8474 -3.3023
O 3.2206 3.6647 -1.0747
O -2.5151 -3.0265 0.5992
O 0.8045 -1.9667 6.7761
O -1.1244 4.4387 -3.3530
O 1.4389 -3.6608 -2.0507
O -2.3860 -2.0422 -1.3713
O 2.2484 0.1213 0.8369
O -0.7765 -1.1445 5.4276
O 0.2166 0.1463 1.8196
C -0.7422 -2.8490 3.8929
C -2.8422 -1.6677 0.9149
C -2.1404 3.8674 -3.1285
C -4.0163 2.6537 -3.5968
C -0.0384 2.6955 4.3435
C 2.5139 3.7084 -2.0400
C -0.2710 2.4700 0.3874
C 2.6531 -1.0689 1.5879
C -3.8872 2.8503 -2.0953
C -1.0584 -6.5939 -4.3408
C -2.7030 -0.9905 -0.4741
C -1.5731 -1.6517 4.3592
C -1.4659 2.3436 4.7886
C -2.2699 -3.1920 -0.7296
C 1.3334 5.6330 -1.3400
C 3.6755 2.0187 -3.2066
C 1.0481 0.6068 1.0722
C 0.6435 -3.6531 -3.1211
C 0.0898 -2.0760 5.8465
C 3.3660 0.7438 -2.4433
C 2.2605 -2.5185 -1.8556
C -0.4682 -5.1978 -4.5514
C 4.1247 -1.2078 1.2353
C -0.1912 2.7390 6.6239
H -3.8834 1.6281 -3.9417
H -1.7349 1.3010 4.6014
H -5.0107 2.9494 -3.9370
H -1.7759 -6.6480 -3.5220
H -1.1552 1.9268 0.7258
H 2.7124 -2.1989 -2.7937
H -3.5782 -0.4603 -0.8332
H 1.3302 5.2679 -0.3133
H 2.0960 6.3944 -1.5050
H -1.2667 -4.4812 -4.7298
H -1.6207 -6.8486 -5.2405
H -1.2757 -3.7361 3.5739
H -0.0575 3.6247 3.7794
H 0.2988 1.7974 3.8294
H -3.8590 -1.6164 1.2916
H 3.8078 1.8400 -4.2737
H 4.6421 -0.2510 1.3016
H 0.3006 -5.2156 -5.3200
H 4.6215 2.4559 -2.8788
H 3.5551 0.9046 -1.3830
H -1.8672 -0.2893 -0.4728
H -0.0980 3.2692 1.1118
H 2.3757 0.3391 -2.6362
H -0.4677 2.9158 -0.5817
H -0.0212 -2.4527 3.1712
H 3.0660 -2.8790 -1.2170
H -4.5385 3.6159 -1.6721
H 4.2178 -1.5908 0.2229
H 1.7539 -1.6835 -1.3712
H -2.2919 2.9112 4.3613
H 1.9995 -1.8918 1.3085
H -2.0679 -1.2369 1.5417
H -1.7204 -0.9418 3.5529
H -0.2731 -7.3079 -4.0997
H 2.5270 -0.8003 2.6375
H 4.0886 -0.0268 -2.7330
H 4.6938 -1.8157 1.9414
H 0.3701 6.0692 -1.5919
H -2.5467 -1.9566 4.7485
*
```

Computed properties:
HOMO-LUMO gap = 10.5 eV
SMILES string = O=C1OC[C@@H](F)O1.CCOC(=O)OC.CCOC(=O)OC.CCOC(=O)OC.O=C1OCCO1.O=C1OCCO1.O=C1OCCO1
Lowest unoccupied orbital energy = -0.004 Eh
Highest occupied orbital energy = -10.577 eV
Energy = -71235.4815 eV


[6]
The following is a quantum chemistry calculation of a 6-piece molecular cluster, C24H39N5O2S overall, from the Open Molecules 2025 dataset.

The geometry in ORCA input format:
```
! RIJCOSX wB97M-V def2-TZVPD def2/J DEFGRID3
* xyz 0 1
S -3.2848 2.3612 -0.8012
O -1.8497 2.3533 -0.9677
O -4.0327 1.1671 -1.0913
N -1.8089 -5.2444 -3.4621
N 2.8299 4.3532 -2.9344
N 1.4463 2.7852 4.9118
N 3.4187 -2.7367 2.5928
N 0.1486 0.1985 -0.8615
C -1.7977 -5.6142 -2.1497
C 1.9559 3.6370 -3.1364
C 1.7657 -1.2887 -1.0009
C -0.6840 -4.5313 -3.7597
C 0.0708 -4.4516 -2.6293
C -3.6846 2.9565 0.8495
C 2.0171 2.0729 4.2187
C 1.5021 -4.0010 1.3601
C -0.3086 3.4753 -4.1187
C 3.9607 0.4972 3.9758
C 0.8295 2.7486 -3.4074
C 0.9880 -5.2267 2.1238
C 0.9804 0.4406 0.1946
C -4.0781 4.8533 -0.6626
C 3.7685 0.0900 5.4288
C -0.7905 4.7046 -3.3599
C 0.6199 -0.8434 -1.6001
C 0.8604 -5.0125 3.6304
C 1.9973 -0.4745 0.1375
C 2.5818 -3.2953 2.0391
C -4.0150 3.7369 -1.6840
C 2.7347 1.1535 3.3328
C -0.6398 -5.1314 -1.5983
C -4.5341 4.2112 0.6396
H 0.0045 -5.4791 1.7244
H -0.5172 -4.1770 -4.7621
H 1.8327 -4.8696 4.0976
H 0.7682 1.2397 0.8835
H 3.0240 -0.7018 5.5343
H 3.0342 1.7272 2.4548
H -0.6583 0.7508 -1.1080
H 0.0022 3.7304 -5.1345
H 0.5103 2.2965 -2.4693
H 0.0170 5.4280 -3.2310
H -4.2015 2.1537 1.3657
H -4.7074 5.6794 -0.9912
H 0.2227 -4.1557 3.8539
H -1.6441 5.1685 -3.8487
H 3.4621 0.9350 6.0504
H 4.2323 -0.3763 3.3815
H -1.0469 4.3816 -2.3461
H 0.1129 -1.1569 -2.4960
H -2.6155 -6.1569 -1.7099
H 4.6981 -0.2801 5.8637
H -2.5286 -5.4500 -4.1309
H 0.7079 -3.2711 1.1758
H 2.3678 -2.1081 -1.3608
H -3.0799 5.2920 -0.5440
H -0.2774 -5.2995 -0.5977
H 2.7950 -0.5704 0.8542
H -5.5892 3.9297 0.5582
H 1.8455 -4.2845 0.3623
H 4.8346 1.1512 3.8805
H 1.6486 -6.0743 1.9353
H -3.4886 3.9164 -2.6185
H -1.1470 2.7807 -4.2307
H 0.3812 -5.8890 4.0687
H 1.2024 1.9435 -4.0461
H -2.7370 3.1772 1.3392
H 1.0198 -3.9545 -2.5206
H -4.4846 4.8996 1.4819
H -5.0025 3.3541 -1.9550
H 2.0341 0.3753 3.0251
*
```

Computed properties:
HOMO-LUMO gap = 8.6 eV
SMILES string = O=S1(=O)CCCC1.c1cc[nH]c1.c1cc[nH]c1.CCCC#N.CCCC#N.CCCC#N
Lowest unoccupied orbital energy = 0.015 Eh
Highest occupied orbital energy = -8.233 eV
Energy = -47900.2258 eV